DFT (ωB97M-V with the def2-TZVPD basis set) results for a gas-phase ion, C4H10NO2 (charge +2) at a distorted geometry.

Calculated values
Electronic energy (eV): -9873.0006
Spin multiplicity: 2
Total charge: +2
LUMO energy (alpha / beta) (Eh): -0.297 / -0.535
Highest occupied orbital energy (alpha / beta) (eV): -19.056 / -19.005
Orbital gap (alpha / beta) (eV): 10.969 / 4.441

Last column: Mulliken spin population.
Geometry (Å):
O: -0.1330 -0.6552 -2.7440  0.006
C: -0.5673 -0.7227 -1.6423  0.002
C: 0.0789 0.2312 -0.5892  0.029
C: -0.2585 0.3148 0.8991  0.137
C: -0.2659 -1.0905 1.5865  0.060
O: 1.0072 -1.6880 1.4875  0.746
N: 0.2143 1.6176 -1.2269  0.004
H: -1.3878 -1.4001 -1.3509  0.003
H: 1.1207 -0.1096 -0.6581  -0.003
H: -1.2441 0.7720 1.0647  -0.001
H: 0.4476 0.9670 1.4048  -0.008
H: -0.9260 -1.7928 1.1064  0.005
H: -0.4825 -0.9637 2.6614  0.036
H: 1.6489 -1.3074 2.1410  -0.016
H: 1.1218 2.0088 -0.9556  0.000
H: 0.1364 1.5464 -2.2579  0.001
H: -0.5107 2.2721 -0.9264  -0.002